Density functional theory data (the ωB97M-V functional and the def2-TZVPD basis) for C38H26ClN8O6SYb as an isolated structure.

Properties
Multiplicity   2
<S²>   0.751

The geometry in XYZ format:
```
81
C38H26ClN8O6SYb | OMol25 | the ωB97M-V functional and the def2-TZVPD basis
Yb 0.03 0.47 0.23
Cl -6.41 -1.62 3.18
S 2.20 8.71 1.17
O 3.23 7.74 0.81
O 1.34 2.06 -0.28
O 2.46 10.07 0.77
O -1.77 -0.62 -0.30
O 3.05 3.87 0.45
O 1.66 8.54 2.51
N 0.38 6.93 0.41
N -0.22 -0.51 2.20
N 1.45 1.19 -2.43
N 0.60 0.24 -1.90
N -0.70 -1.62 -0.56
N 2.12 -0.38 0.90
N 0.23 8.99 -0.74
N -1.30 2.36 0.63
C -4.93 -1.57 2.27
C -0.94 -2.94 -2.55
C -1.40 -0.75 2.76
C -1.73 2.87 -0.54
C 0.89 -0.05 2.94
C 3.22 3.25 -3.18
C -0.51 -1.82 -1.96
C 4.44 0.20 0.74
C 3.24 0.93 4.18
C 3.24 -0.31 0.21
C -1.86 -3.84 -0.49
C 2.07 0.82 4.87
C -0.66 6.47 -0.27
C -1.32 7.24 -1.21
C -2.54 -1.19 2.09
C -3.77 -1.24 2.84
C 0.27 -0.77 -2.61
C -1.00 5.06 0.05
C -4.97 -1.85 0.86
C -1.66 -3.97 -1.80
C -1.61 4.20 -0.86
C -0.61 4.55 1.28
C 4.11 4.23 -3.54
C 4.62 5.08 -2.55
C 1.80 2.08 -1.50
C 0.79 8.17 0.16
C -2.52 -1.62 0.68
C -0.78 3.21 1.53
C 4.24 4.95 -1.23
C 2.80 3.09 -1.85
C 4.45 0.62 2.03
C 3.29 0.53 2.83
C -1.39 -2.65 0.26
C -0.81 8.51 -1.41
C 0.90 0.34 4.26
C -3.85 -1.87 0.12
C 3.34 3.95 -0.87
C 2.12 0.03 2.21
H -1.52 -0.61 3.84
H -0.14 5.20 2.00
H 5.35 1.04 2.46
H -0.71 -3.09 -3.60
H -0.45 2.77 2.47
H 4.60 5.62 -0.46
H -2.40 -4.59 0.08
H 4.14 1.32 4.65
H 5.31 0.26 0.11
H -2.16 2.16 -1.24
H 0.62 -0.87 -3.64
H -3.74 -0.97 3.89
H -0.77 -2.92 1.11
H -2.20 6.89 -1.75
H -3.90 -2.08 -0.94
H -0.01 0.30 4.84
H 3.19 -0.66 -0.82
H -1.26 9.17 -2.15
H -5.93 -2.06 0.40
H 2.79 2.59 -3.93
H -1.93 4.54 -1.83
H 2.03 1.13 5.91
H 5.31 5.87 -2.82
H 2.35 3.21 0.56
H -2.01 -4.84 -2.33
H 4.42 4.34 -4.57
```

***

Density functional theory data (the ωB97M-V functional and the def2-TZVPD basis) for C38H26CrN3O3PS3 as an isolated structure.

Properties
Multiplicity   5
<S²>   6.079
Charge   -2

The geometry in XYZ format:
```
75
C38H26CrN3O3PS3 | OMol25 | the ωB97M-V functional and the def2-TZVPD basis
Cr 0.05 0.14 -0.34
S -1.65 1.76 -2.72
S -1.83 0.69 1.04
S 0.54 -1.56 1.19
P -1.01 -1.62 -1.60
O -1.13 2.33 -3.94
O -0.55 1.44 -1.79
O -2.71 2.52 -2.09
N 0.93 -1.50 7.29
N 1.10 1.68 0.70
N -2.31 1.23 7.14
C -1.82 0.76 6.20
C -1.90 -2.95 -0.72
C -2.46 0.23 -3.25
C 3.14 0.27 -0.73
C 0.33 -1.25 3.89
C 4.34 0.20 -2.83
C 0.08 -2.69 -4.01
C -3.43 0.51 -4.21
C -1.73 -4.29 -1.04
C -3.11 -2.09 -3.36
C 4.26 -0.03 2.87
C 2.20 1.13 1.43
C -1.25 0.21 5.05
C -0.16 -0.74 5.10
C 4.23 -0.12 1.49
C -3.28 -4.92 0.68
C 0.17 -2.57 -2.63
C 1.08 -3.33 -4.73
C -4.07 -1.81 -4.30
C -0.17 -0.89 2.66
C -2.77 -2.60 0.31
C 1.29 -3.10 -1.97
C 0.43 -1.15 6.31
C 2.18 -3.85 -4.07
C 2.21 1.22 2.81
C 3.20 0.44 0.74
C -1.72 0.60 3.77
C 1.90 0.07 -1.38
C 4.33 0.33 -1.45
C -2.28 -1.08 -2.82
C -1.22 0.09 2.60
C 3.13 0.06 -3.50
C -3.45 -3.58 1.01
C -2.42 -5.27 -0.34
C 1.95 0.02 -2.78
C -4.23 -0.49 -4.74
C 2.28 -3.74 -2.69
C 3.24 0.64 3.54
H 1.00 -3.40 -5.80
H -4.98 -0.25 -5.48
H -2.27 -6.32 -0.59
H -4.10 -3.29 1.82
H -4.69 -2.60 -4.70
H -2.87 -1.55 0.59
H 1.39 1.70 3.33
H 3.14 -4.13 -2.17
H 1.39 -2.98 -0.90
H 5.26 0.50 -0.93
H -2.50 1.35 3.73
H 1.39 2.28 -0.07
H -3.55 1.53 -4.53
H -0.76 -2.26 -4.54
H 3.11 0.00 -4.58
H 5.05 -0.50 3.43
H 2.97 -4.34 -4.63
H 5.27 0.25 -3.38
H 0.43 2.15 1.29
H 1.16 -1.95 3.93
H 1.02 -0.03 -3.34
H -3.81 -5.68 1.24
H -2.98 -3.11 -3.02
H -1.05 -4.59 -1.83
H 5.00 -0.69 0.98
H 3.22 0.67 4.62
```

***

Density functional theory data (the ωB97M-V functional and the def2-TZVPD basis) for C38H27BaF2N5O2Se2 as an isolated structure.

The geometry in XYZ format:
```
77
C38H27BaF2N5O2Se2 | OMol25 | the ωB97M-V functional and the def2-TZVPD basis
Ba 1.13 -0.88 0.01
Se 3.27 -1.31 -3.34
Se 2.33 0.69 -4.06
F 5.47 -5.16 -0.31
F 6.02 -2.26 3.30
O -1.93 0.59 -1.65
O -1.15 -1.78 0.32
N 2.38 1.41 -1.32
N -0.86 1.85 0.51
N 2.53 -0.23 2.47
N -1.06 0.75 1.07
N 0.80 -2.40 -2.58
C 3.97 -2.15 2.06
C -1.88 2.48 -0.27
C 2.67 1.83 -2.54
C -3.72 3.79 -1.89
C -2.41 1.83 -1.39
C 0.43 -3.99 -4.81
C 1.56 -3.20 -4.70
C -2.22 3.80 -0.03
C -2.32 0.10 1.13
C -5.92 1.71 2.70
C 3.18 3.10 -2.80
C 3.41 -1.12 2.98
C 2.28 0.80 4.62
C 3.09 3.52 -0.45
C -2.25 -1.26 0.76
C 3.17 -0.12 5.16
C 3.75 -3.60 0.16
C -4.74 2.47 2.74
C 1.69 -2.41 -3.56
C 5.75 -3.72 1.51
C -3.46 -2.02 0.82
C 5.22 -2.71 2.29
C -2.61 -0.19 -2.61
C -0.29 -3.17 -2.69
C 2.60 2.24 -0.30
C 4.98 -4.16 0.46
C 3.73 -1.08 4.34
C -0.51 -3.98 -3.79
C 3.20 -2.58 0.95
C -3.35 2.48 -2.19
C -3.15 4.46 -0.82
C -4.62 -1.46 1.23
C 1.98 0.68 3.28
C -4.69 -0.10 1.68
C -3.51 0.68 1.65
C 3.37 3.96 -1.73
C -3.57 1.97 2.23
C -5.88 0.44 2.19
H -6.84 2.12 3.10
H 1.26 1.35 2.82
H -6.77 -0.18 2.19
H -4.75 3.46 3.18
H -1.75 4.30 0.82
H 3.77 4.95 -1.90
H 6.73 -4.14 1.72
H 4.40 -1.81 4.76
H 1.81 1.56 5.22
H -2.51 0.24 -3.61
H 3.42 -0.10 6.21
H -0.98 -3.13 -1.85
H -3.41 -3.05 0.51
H -3.42 5.48 -0.60
H -1.40 -4.59 -3.84
H -5.53 -2.05 1.27
H -3.67 -0.29 -2.35
H -2.14 -1.17 -2.59
H 3.42 3.38 -3.81
H -4.45 4.29 -2.51
H 2.37 1.86 0.70
H 0.29 -4.62 -5.68
H -2.66 2.56 2.30
H -3.78 1.99 -3.04
H 2.32 -3.18 -5.46
H 3.24 4.15 0.41
H 3.23 -4.00 -0.70
```

***

Density functional theory data (the ωB97M-V functional and the def2-TZVPD basis) for C38H27Br2N6O6Sm as an isolated structure.

Properties
Multiplicity   6
<S²>   8.762

The geometry in XYZ format:
```
80
C38H27Br2N6O6Sm | OMol25 | the ωB97M-V functional and the def2-TZVPD basis
Sm 0.06 0.83 -0.19
Br -2.86 -0.94 -0.07
Br 2.96 2.91 6.85
O -0.50 -0.52 -1.83
O 2.22 -2.07 -3.31
O 0.02 -2.24 3.20
O 0.59 2.36 -1.88
O 0.46 -0.20 2.30
O 0.73 3.05 0.21
N -4.72 4.33 5.25
N 0.52 -0.57 -2.76
N -1.73 1.79 1.60
N -2.31 1.46 -1.31
N 2.69 0.86 -0.21
N 1.19 -1.39 0.01
C 2.18 1.92 5.45
C -3.03 1.74 3.61
C 1.95 -3.30 1.26
C -4.08 0.24 -2.34
C 2.34 0.55 5.40
C 4.58 1.59 -1.58
C -2.77 3.80 2.40
C 1.22 -2.14 1.11
C 1.02 0.47 3.41
C -2.25 1.14 2.64
C 2.77 -3.64 0.20
C 5.12 2.22 -0.50
C 0.89 1.85 3.43
C 3.37 0.81 -1.42
C -4.09 3.79 4.47
C 2.52 0.31 -4.96
C 4.49 2.15 0.76
C 3.30 1.47 0.82
C -3.47 3.43 -4.30
C 1.09 0.02 -5.04
C 4.62 1.04 -3.95
C -2.46 2.41 -2.24
C -3.39 2.35 -3.26
C 0.22 -0.31 -4.06
C -3.28 3.10 3.48
C 2.76 -2.87 -0.95
C -4.22 1.24 -3.29
C 1.47 2.58 4.46
C 1.86 -1.04 -2.40
C 1.01 3.17 -1.02
C -2.00 3.10 1.48
C 5.22 1.59 -2.89
C 1.76 -0.19 4.38
C 0.50 -1.60 2.31
C -3.11 0.41 -1.38
C 1.89 -1.78 -1.05
C 3.30 0.43 -3.84
C 2.89 0.08 -2.49
H 0.39 2.37 2.63
H -4.70 -0.65 -2.34
H 1.64 4.01 -1.34
H -3.03 4.36 -3.94
H -1.76 3.24 -2.18
H 2.60 -1.65 -4.09
H 6.05 2.77 -0.62
H 1.89 -3.86 2.18
H 0.65 0.09 -6.03
H 3.39 -3.11 -1.79
H -4.50 3.63 -4.59
H -2.95 4.85 2.27
H -3.42 1.17 4.44
H 2.98 0.58 -5.90
H -4.97 1.14 -4.07
H 1.38 3.65 4.47
H -0.84 -0.41 -4.27
H 3.42 -4.51 0.27
H 2.76 1.45 1.76
H 5.07 1.11 -4.93
H -1.55 3.60 0.64
H 2.91 0.04 6.17
H -2.03 0.08 2.71
H 1.89 -1.26 4.37
H 6.18 2.09 -2.98
H 4.89 2.62 1.64
H -2.92 3.13 -5.20
```

***

Density functional theory data (the ωB97M-V functional and the def2-TZVPD basis) for C38H27Cl5IN8O4Pr as an isolated structure.

Properties
Multiplicity   3
<S²>   2.002

The geometry in XYZ format:
```
84
C38H27Cl5IN8O4Pr | OMol25 | the ωB97M-V functional and the def2-TZVPD basis
Pr -0.63 -0.07 1.13
I -2.03 5.33 -2.68
Cl -2.70 4.04 6.70
Cl -2.34 -4.30 -1.35
Cl -0.97 -7.50 2.73
Cl -0.27 -2.14 3.10
Cl 0.41 4.28 6.76
O 1.86 2.80 2.12
O -4.33 0.68 3.51
O -1.26 -2.16 0.39
O 0.32 -0.01 -0.92
N 0.58 1.01 2.84
N 1.99 -0.64 1.30
N 1.30 -0.15 -3.00
N -0.16 3.51 0.63
N -0.82 2.43 0.19
N -3.02 0.02 0.29
N -2.16 0.84 2.69
N 1.22 -0.99 -4.09
C -1.62 1.62 3.70
C -1.25 -3.33 0.91
C 0.23 -1.89 -3.85
C 1.59 1.58 2.21
C -1.62 -5.76 0.78
C -3.87 -0.07 1.32
C -0.30 -1.66 -2.61
C 3.75 0.97 1.11
C -3.40 -0.44 -0.89
C 3.08 2.82 -1.77
C 0.40 -0.56 -2.04
C -0.36 3.28 5.60
C 2.34 0.76 -2.77
C -1.75 3.16 5.56
C -0.69 -4.83 2.80
C 3.65 0.50 -3.18
C -1.24 4.18 -1.13
C -1.49 2.83 -0.89
C 1.77 -0.65 -5.37
C -0.13 -2.92 -4.85
C 0.40 2.57 4.68
C -0.20 1.76 3.73
C -5.53 -1.13 -0.06
C 4.57 0.03 0.50
C -5.15 -0.62 1.17
C 4.09 -1.26 0.34
C -3.47 0.54 2.65
C 4.65 1.41 -2.90
C -0.37 4.58 -0.13
C -4.63 -1.04 -1.11
C 2.06 1.93 -2.06
C -0.77 -3.57 2.23
C -1.11 -5.92 2.06
C -1.69 -4.49 0.24
C 4.37 2.57 -2.20
C -2.37 2.35 4.63
C 2.48 0.59 1.50
C 2.80 -1.54 0.75
H 4.07 1.99 1.28
H 2.65 -1.26 -5.60
H 2.39 -2.54 0.64
H -6.50 -1.57 -0.19
H 1.47 2.65 4.71
H -1.96 -6.61 0.21
H 3.89 -0.42 -3.68
H -4.88 -1.42 -2.09
H 0.56 3.42 1.40
H 5.16 3.27 -1.98
H -3.44 2.27 4.62
H 4.70 -2.02 -0.11
H 2.07 0.40 -5.37
H -2.69 -0.33 -1.70
H 0.10 5.52 0.07
H -0.29 -4.95 3.79
H -2.12 2.17 -1.45
H -0.73 -2.50 -5.66
H 5.66 1.20 -3.23
H 1.06 2.13 -1.73
H 1.03 -0.80 -6.15
H -0.72 -3.69 -4.37
H 0.76 -3.37 -5.29
H 5.56 0.30 0.18
H -1.06 -2.23 -2.11
H 2.85 3.71 -1.21
H -5.81 -0.62 2.03
```

***

Density functional theory data (the ωB97M-V functional and the def2-TZVPD basis) for C38H27ClNO3SSiSn as an isolated structure.

Properties
Charge   +1

The geometry in XYZ format:
```
73
C38H27ClNO3SSiSn | OMol25 | the ωB97M-V functional and the def2-TZVPD basis
Sn 1.60 -0.68 -0.11
Cl -0.62 -4.50 5.84
S 3.13 -0.63 -4.44
Si -1.10 1.38 0.21
O 0.66 -2.57 -0.04
O 1.93 -1.08 1.84
O 0.41 0.75 -0.28
N 1.81 -1.32 -2.36
C 0.73 -1.19 -5.83
C 1.30 -1.82 2.72
C -2.31 0.78 -2.30
C -1.32 5.46 -0.48
C -1.57 0.84 1.92
C -0.57 -1.64 -5.73
C -2.12 -0.98 3.44
C 1.47 -1.11 -4.65
C -0.39 -1.93 -3.34
C -2.31 1.30 4.18
C 0.30 3.73 0.95
C -1.56 4.09 -0.52
C -1.70 -0.53 2.20
C 0.10 -3.50 4.62
C 1.44 -1.55 4.09
C -2.50 0.96 -0.93
C -3.38 0.51 -3.14
C 5.94 -0.57 0.25
C -0.07 -3.77 3.30
C -1.12 -2.03 -4.50
C 0.85 -2.37 5.02
C -0.27 5.96 0.28
C -2.43 -0.06 4.43
C 6.34 -0.65 -1.07
C 0.54 5.09 0.99
C -0.76 3.21 0.20
C 0.91 -1.45 -3.42
C 0.52 -2.93 2.33
C -1.88 1.75 2.94
C 0.28 -3.22 0.97
C -3.79 0.84 -0.41
C 5.40 -0.73 -2.09
C 4.58 -0.57 0.58
C 2.98 -0.92 -2.76
C 4.05 -0.75 -1.77
C -4.66 0.40 -2.61
C 3.66 -0.67 -0.44
C -4.86 0.56 -1.25
H -1.48 -1.25 1.42
H 5.71 -0.81 -3.12
H 7.39 -0.65 -1.32
H 2.02 -0.69 4.38
H -1.80 2.81 2.75
H -0.79 -2.24 -2.38
H -1.17 -1.71 -6.63
H -5.86 0.46 -0.84
H -0.66 -4.63 2.99
H -0.08 7.02 0.31
H -1.95 6.14 -1.04
H 1.16 -0.92 -6.78
H 1.37 5.48 1.58
H -3.22 0.40 -4.20
H -2.13 -2.41 -4.47
H -2.77 -0.40 5.40
H 0.96 -2.15 6.07
H 0.95 3.05 1.51
H -1.31 0.87 -2.72
H -0.31 -4.12 0.75
H 6.68 -0.50 1.04
H -5.49 0.19 -3.27
H -3.97 0.95 0.65
H -2.23 -2.04 3.62
H -2.38 3.72 -1.12
H -2.55 2.02 4.96
H 4.27 -0.50 1.61
```

***

ΔE to the lowest compared entry with this formula, charge and spin
In order: 3.963, 0.239, 1.353, 4.241, 0.707, 0.390
Unit: eV